[1]
{
  "formula": "C27H48N6O15",
  "method": "ωB97M-V/def2-TZVPD",
  "smiles": "COC(=O)OC.COC(=O)OC.COC(=O)OC.COC(=O)OC.COC(=O)OC.CC#N.CC#N.CC#N.CC#N.CC#N.CC#N",
  "energy_ha": -2514.55572,
  "e_above_lowest_ev": 3.202,
  "total_charge": 0,
  "fmax_ev_per_a": 5.26,
  "species": ["O", "O", "O", "O", "O", "O", "O", "O", "O", "O", "O", "O", "O", "O", "O", "N", "N", "N", "N", "N", "N", "C", "C", "C", "C", "C", "C", "C", "C", "C", "C", "C", "C", "C", "C", "C", "C", "C", "C", "C", "C", "C", "C", "C", "C", "C", "C", "C", "H", "H", "H", "H", "H", "H", "H", "H", "H", "H", "H", "H", "H", "H", "H", "H", "H", "H", "H", "H", "H", "H", "H", "H", "H", "H", "H", "H", "H", "H", "H", "H", "H", "H", "H", "H", "H", "H", "H", "H", "H", "H", "H", "H", "H", "H", "H", "H"],
  "xyz": [[-0.738570, 1.036919, -2.308968], [-1.796070, -1.856791, 5.720792], [2.605720, 2.670469, 2.184262], [-6.105500, 3.681799, 2.400492], [4.756160, 2.289189, 1.798722], [-1.339980, 0.494639, -0.210788], [-5.386690, 5.823619, 2.231802], [0.591860, -0.104501, -0.862848], [4.374330, -4.263891, -3.136508], [-4.542710, 4.285169, 0.851012], [-2.102280, -2.571591, 3.598402], [6.394290, -5.237341, -2.457078], [5.050340, -6.168121, -4.153158], [-3.743300, -1.294361, 4.583132], [3.884330, 2.881869, 3.858602], [5.487750, 5.514069, -3.060258], [-3.647680, -0.866331, -6.058478], [4.368940, -0.609851, 0.276532], [-3.218110, -1.903041, -1.323288], [-7.415580, 1.619139, -1.808588], [1.235060, -0.734651, 3.270132], [4.614680, 3.280059, -2.035908], [0.439810, 0.077519, 3.297512], [-1.373670, 0.186389, -5.230148], [-0.397840, 1.244149, 3.346932], [5.784480, -1.492651, 2.307312], [-3.467110, -2.387381, -2.373318], [4.983940, -0.995971, 1.211192], [1.606730, -0.233551, -1.836508], [-2.689440, 1.045209, -0.308088], [-2.851620, -2.521681, 2.398262], [-5.351580, 4.672709, 1.784612], [-6.368960, -0.738261, -2.462708], [-2.654030, -0.398811, -5.709778], [-3.498580, 5.117409, 0.255142], [4.720870, -2.930701, -2.838578], [-6.337980, 2.394479, 1.782652], [-7.021180, 0.569679, -2.046198], [4.946810, 2.404709, 4.631182], [-2.212850, -1.025841, 6.787602], [5.890620, -7.298811, -4.264728], [5.069200, 4.562689, -2.605958], [-3.718700, -2.888241, -3.725788], [5.344790, -5.158091, -3.176468], [3.812860, 2.534509, 2.536442], [-0.548870, 0.514539, -1.234148], [2.035100, 2.131689, 1.020902], [-2.679070, -1.877561, 4.635462], [-2.712900, 4.721409, -0.388278], [0.269850, 2.012549, 3.736622], [-4.620210, -2.467321, -4.170998], [-6.276290, 2.564739, 0.707802], [1.970880, 1.048509, 1.124312], [6.911300, -6.930491, -4.367868], [-3.725310, -3.171801, 2.444222], [-4.041910, 5.921599, -0.241018], [-6.871690, -1.578301, -1.983448], [1.026140, 2.542249, 0.981592], [-1.358880, -0.827201, 7.435202], [5.892170, 2.669939, 4.157852], [-1.286820, 1.177689, 3.974152], [-3.053610, -1.456491, 7.331442], [2.527170, -0.547871, -1.344488], [-5.313470, -0.733061, -2.190648], [5.486050, 2.750409, -1.650838], [-0.729120, -0.017631, -6.085158], [2.691730, 2.486589, 0.226552], [4.901560, 1.317319, 4.691602], [-3.098820, -1.505091, 2.092422], [-0.835910, -0.364171, -4.458268], [-2.685800, 2.127939, -0.433688], [-2.217680, -2.878911, 1.586722], [3.973890, 3.447209, -1.170138], [5.760240, -8.028721, -5.063688], [-3.311320, 0.492279, -1.012098], [1.271640, -1.167501, -2.287668], [-7.351570, 2.036519, 1.963242], [-3.049500, 5.501519, 1.171042], [-3.237820, 0.726479, 0.578362], [6.236820, -2.456881, 2.075492], [5.933810, -7.753431, -3.274998], [5.369880, -1.635521, 3.305212], [1.755800, 0.692439, -2.391868], [-0.619690, 1.641099, 2.356322], [4.079280, 2.563189, -2.658438], [5.012930, -2.805501, -1.795928], [-2.883250, -2.778911, -4.417288], [6.683270, -0.882431, 2.396282], [4.129530, -2.062471, -3.129428], [-3.741680, -3.975981, -3.659488], [-2.532420, -0.014061, 6.538062], [4.897990, 2.803579, 5.644402], [-6.368160, -0.745391, -3.552688], [-1.524980, 1.237909, -4.986198], [-5.722850, 1.554909, 2.106432], [5.598980, -2.727531, -3.451558]],
  "atomic_forces_ev_per_a": [[-0.15, -0.19, 0.10], [-1.25, -0.08, -2.21], [-3.29, 0.63, 1.27], [0.67, 0.45, -0.65], [-0.81, -0.23, 1.16], [-1.89, 0.17, 1.46], [-0.16, -2.36, -0.98], [-0.81, 0.99, 1.12], [-1.11, -0.78, -0.90], [0.95, -3.06, -2.37], [-0.41, 0.91, 2.01], [-4.30, 0.85, -2.90], [-1.32, 2.64, 0.84], [1.33, -0.83, 0.25], [-1.06, -0.02, -0.73], [0.53, 1.49, -0.59], [0.45, 0.31, 0.01], [2.17, -1.38, 3.23], [-0.93, -1.82, -3.35], [-0.21, 0.09, 0.20], [0.89, -1.14, -0.06], [0.23, -0.04, 0.79], [-0.63, 0.44, -0.08], [-0.33, -0.83, -1.20], [0.18, 1.21, -0.01], [1.54, -0.52, 0.38], [1.23, 1.96, 2.75], [-2.55, 1.19, -3.07], [0.07, -1.28, 0.30], [-0.19, -0.88, 0.06], [0.01, -0.15, -1.13], [-0.57, 2.41, 2.87], [-0.44, 1.60, 0.32], [0.07, -0.07, 0.92], [-1.38, 1.90, 2.18], [2.77, 1.16, 0.31], [-0.27, 0.43, -1.19], [1.15, -1.41, -0.55], [1.18, -0.56, -0.25], [-0.32, 0.75, 0.87], [2.30, 0.59, 1.95], [-0.98, -2.33, 0.43], [0.35, -0.99, 0.17], [4.00, -3.25, 1.01], [3.62, 0.35, 0.21], [1.43, 0.15, -0.95], [0.55, 0.02, -0.41], [0.75, 0.45, 0.01], [-0.83, -1.18, 0.12], [-0.14, 0.21, 0.44], [0.14, -0.14, 0.11], [0.19, -0.51, -0.04], [0.21, 0.02, -0.36], [0.21, 0.01, -0.27], [-0.12, 0.27, 0.13], [0.39, 0.09, -0.12], [0.02, 0.03, -0.33], [0.21, 0.09, -0.27], [0.07, -0.72, 0.00], [0.14, 0.06, 0.17], [0.10, -0.22, -0.16], [0.20, -0.22, 0.10], [-0.08, 0.55, 0.42], [-0.21, 0.15, 0.36], [0.06, 0.05, 0.01], [0.28, 0.88, -0.25], [-0.52, -0.54, -0.57], [-0.02, -0.11, 0.07], [-0.31, 0.02, 0.43], [-0.83, 0.07, 0.47], [0.04, -0.25, -0.11], [0.23, -0.23, 0.33], [0.09, 0.25, -0.03], [-1.16, 0.62, -0.03], [0.65, 0.43, -0.86], [0.41, 0.43, -1.59], [-0.16, 0.68, 0.36], [0.51, 0.58, -0.42], [0.71, 0.47, 0.63], [-0.38, -0.24, -0.42], [-0.26, -0.61, -0.15], [-0.66, 0.48, -0.35], [-0.23, -0.45, -0.45], [-0.38, -0.53, -0.11], [0.12, 0.57, -0.58], [-0.17, -0.15, 0.00], [0.04, 0.74, 0.30], [-0.18, 0.45, 0.12], [-1.45, -1.10, -0.10], [-0.69, -0.13, 0.11], [-0.13, -0.11, -0.86], [-0.24, 0.22, -0.29], [-0.41, -0.35, 0.03], [0.36, -0.20, -0.05], [0.69, 0.55, 0.20], [0.48, 0.06, 0.28]]
}

[2]
{
  "formula": "C27H48OP2Pb",
  "method": "ωB97M-V/def2-TZVPD",
  "energy_ha": -2007.52009,
  "total_charge": 2,
  "fmax_ev_per_a": 4.05,
  "species": ["Pb", "P", "P", "O", "C", "C", "C", "C", "C", "C", "C", "C", "C", "C", "C", "C", "C", "C", "C", "C", "C", "C", "C", "C", "C", "C", "C", "C", "C", "C", "C", "H", "H", "H", "H", "H", "H", "H", "H", "H", "H", "H", "H", "H", "H", "H", "H", "H", "H", "H", "H", "H", "H", "H", "H", "H", "H", "H", "H", "H", "H", "H", "H", "H", "H", "H", "H", "H", "H", "H", "H", "H", "H", "H", "H", "H", "H", "H", "H"],
  "xyz": [[-2.173121, -1.850770, -1.678405], [0.529766, 1.732268, -0.188862], [0.972446, -2.420069, -0.919789], [-0.160293, 1.085832, 2.879373], [1.057399, -1.127761, -5.447582], [2.385829, 1.660511, 2.563573], [0.221067, 0.345728, 6.884817], [-1.184430, 0.828537, 4.987053], [2.590292, -2.960693, -1.499280], [-1.912330, -1.178587, -5.559809], [-0.892736, 2.350534, -1.231030], [-2.589967, 0.921207, 4.287122], [0.189828, -1.982442, -4.564569], [3.430358, -0.125493, 3.928692], [1.419793, 0.527589, -1.352427], [0.653396, 0.382614, -5.699027], [-1.298421, 0.868468, -4.189735], [-1.151985, -1.922505, -4.539668], [-3.300011, -0.402461, 4.259756], [-2.280089, 0.258674, -5.122142], [1.542632, 3.159432, -0.662883], [-0.022409, 1.036773, -4.551294], [-3.469242, 2.006849, 4.883727], [1.303384, 0.924584, 4.798175], [2.564696, 1.159408, 3.957744], [0.730798, -0.741802, -1.866182], [-0.116827, -3.689776, -1.883940], [-0.001662, 0.970265, 4.125223], [-1.042469, 0.509683, 6.311938], [1.360674, 0.604003, 6.148777], [-1.292293, -1.867580, 0.719971], [-0.361402, -2.386804, 1.054005], [3.587921, -0.549831, 4.931496], [-2.833972, -1.704562, -5.852250], [3.295672, -2.112358, -1.434103], [1.583703, 0.925203, -5.948275], [-3.495351, -0.757333, 5.273655], [1.195315, -1.605947, -6.446422], [-1.534744, 2.942745, -0.559361], [-2.316551, 1.254901, 3.273966], [2.333916, 0.539731, 6.636973], [0.014590, 0.413226, -6.573740], [0.302384, -0.003917, 7.890822], [2.077506, -1.089823, -5.015681], [2.916588, -0.894802, 3.315241], [-4.253170, -0.299846, 3.746189], [1.757443, 2.525318, 2.505267], [1.960217, 0.903869, 1.924517], [-2.367124, 0.897614, -6.031293], [1.059407, 3.675550, -1.507066], [1.256376, -0.967627, -2.806703], [-0.337759, -0.471076, -2.062581], [-0.032505, -4.634091, -1.304343], [3.173514, 1.901925, 4.490860], [-2.037589, -1.858988, 1.540616], [-1.785078, -2.606510, -3.958715], [-1.235601, -3.745071, -2.140589], [-2.948835, 2.956752, 4.830760], [-4.388599, 2.077044, 4.297952], [-3.258182, 0.248940, -4.618885], [2.312774, 0.277803, -0.752060], [3.348047, 1.916312, 2.153058], [2.537058, 2.837494, -0.938167], [0.383093, -3.710402, -2.866336], [1.710380, 1.092491, -2.240150], [-2.689089, -1.142851, 3.745935], [4.410937, 0.070930, 3.478870], [0.730128, -2.857912, -4.159570], [-3.747147, 1.787557, 5.913896], [0.563870, 1.903715, -4.227220], [-1.749809, 1.517047, -3.442840], [-0.474459, 3.014340, -2.014783], [-1.928074, 0.379456, 6.915738], [-1.286210, -1.097266, -6.434325], [2.485867, -3.324610, -2.526141], [-0.968199, -0.862757, 0.487006], [2.942612, -3.780711, -0.838502], [1.517618, 3.773392, 0.231616], [-1.491579, 1.568686, -1.717675]],
  "atomic_forces_ev_per_a": [[0.01, 0.37, 2.53], [-0.73, -0.77, -1.40], [-0.58, 1.02, 0.99], [0.62, -0.57, 3.96], [0.75, 0.72, -0.34], [0.13, -0.13, -0.43], [-0.43, 0.07, -0.61], [-2.80, -0.43, 0.31], [0.24, -0.32, -0.53], [-0.82, 1.18, -0.28], [-0.10, -0.13, 0.01], [1.76, 0.90, -0.06], [-0.32, -0.96, -0.88], [-0.33, -0.77, 0.10], [-0.25, -0.07, 0.86], [0.45, -1.10, -0.25], [0.37, 1.43, -0.82], [0.52, -1.30, -0.22], [0.24, -0.62, 0.12], [-0.86, -0.74, -0.15], [-0.09, 0.36, 0.34], [0.13, 1.19, 0.04], [0.09, 0.07, 0.16], [2.23, -0.07, -0.10], [0.23, -0.31, 1.24], [0.59, -0.95, 0.12], [0.23, -0.40, -0.34], [-1.10, 0.36, -3.06], [-0.93, 0.29, -0.74], [1.45, 0.39, -1.31], [-0.44, -0.22, -0.32], [-1.30, 0.10, -0.52], [0.01, 0.17, -0.33], [0.40, 0.00, 0.12], [-0.25, -0.42, -0.11], [-0.51, -0.28, 0.06], [-0.07, -0.05, -0.04], [-0.17, 0.14, 0.64], [0.09, -0.16, -0.36], [-0.39, -0.36, 0.20], [-0.22, 0.01, -0.20], [-0.11, 0.16, -0.28], [0.07, -0.04, 0.60], [-0.44, -0.25, -0.10], [0.30, 0.36, 0.30], [-0.02, -0.01, -0.05], [-0.34, 0.54, -0.07], [-0.14, -0.20, -0.18], [-0.09, -0.32, 0.62], [0.64, -0.01, 0.46], [-0.92, 0.22, -0.06], [0.76, -0.17, -0.36], [0.27, 0.52, -0.42], [-0.22, -0.02, 0.31], [0.01, 0.07, -0.78], [0.75, -0.30, -0.49], [1.26, 0.10, 0.28], [-0.12, 0.29, 0.16], [0.10, 0.02, 0.06], [0.09, 0.02, -0.33], [-0.04, 0.03, -0.43], [0.50, 0.17, -0.04], [0.42, 0.24, 0.20], [-0.58, -0.84, 0.69], [0.19, 0.01, 0.13], [-0.12, -0.20, -0.02], [-0.31, 0.10, 0.10], [-0.35, 1.05, 0.04], [0.00, 0.07, 0.08], [-0.23, -0.50, 1.00], [0.34, -0.07, -0.22], [-0.67, -0.54, 0.27], [-0.06, -0.10, 0.07], [-0.02, -0.20, -0.39], [0.63, 0.04, -0.02], [0.17, 0.79, 0.58], [-0.18, 0.52, -0.47], [0.55, 0.62, -0.20], [0.08, 0.22, 0.57]]
}

Number 1: orbital gap 10.5716 eV. Number 2: orbital gap 3.9668 eV.